1.
A structure of composition C40H45BaBr2Cl2N3O4S. Source: the Open Molecules 2025 dataset; level of theory: ωB97M-V with the def2-TZVPD basis set.

Orbital gap (eV): 6.027
E_HOMO (eV): -2.13
Charge: -2

Last column: Löwdin charge in e.
CARTESIAN COORDINATES (ANGSTROEM)
Ba  0.12  -0.31  -1.12  1.8528
Br  -5.26  -0.92  -2.68  0.5783
Br  -4.37  1.18  -0.45  0.6053
Cl  0.26  -6.51  -2.04  0.4763
Cl  1.00  -3.70  -2.58  0.5619
S  2.05  -0.54  -3.60  0.4124
O  0.02  -3.49  2.35  -0.0119
O  -1.31  0.84  -2.90  -0.2371
O  -1.24  -1.35  -3.15  -0.1845
O  4.27  1.34  0.07  -0.0008
N  1.70  -0.95  0.80  -0.0429
N  1.99  1.70  0.41  0.0659
N  -0.88  -1.88  0.95  -0.0330
C  1.03  -0.18  -4.98  -0.6614
C  -0.51  0.44  -7.29  -0.1305
C  -1.65  1.66  2.99  -0.0721
C  2.73  2.65  4.25  -0.0704
C  -1.11  0.29  -6.05  -0.0544
C  -2.52  -5.07  0.97  -0.0541
C  2.42  -3.21  0.64  -0.0246
C  3.04  4.80  2.17  -0.0717
C  1.50  4.07  -0.01  -0.1411
C  3.42  2.46  2.89  -0.3705
C  -3.60  -0.57  3.04  -0.0575
C  3.09  0.97  0.23  -0.5415
C  3.86  -1.43  -0.06  0.0076
C  -1.05  -0.19  -3.59  -0.8119
C  -2.14  -1.81  1.57  -0.1837
C  1.46  -2.25  0.94  -0.2594
C  -4.44  -2.47  1.86  -0.0527
C  -4.24  -4.10  -0.57  -0.0758
C  -4.64  -1.44  2.76  -0.0993
C  1.13  3.03  -2.31  -0.0649
C  1.69  5.40  0.32  -0.0675
C  0.09  -2.61  1.48  -0.5510
C  2.48  5.79  1.38  -0.1124
C  0.87  0.28  -7.37  -0.1311
C  2.87  -0.53  0.32  -0.2511
C  2.16  3.06  0.72  -0.1551
C  4.94  2.56  3.03  -0.0697
C  0.51  3.77  -1.12  -0.3593
C  -3.00  -3.80  0.27  -0.3778
C  -0.12  -4.79  -1.75  -1.0149
C  -2.36  -0.73  2.45  -0.1363
C  -3.21  -2.68  1.26  -0.1583
C  -0.36  -0.30  3.91  -0.0353
C  -0.37  -0.03  -4.92  -0.1800
C  1.62  -0.02  -6.25  -0.1450
C  -1.21  0.22  2.74  -0.3664
C  2.89  3.45  1.88  -0.1304
C  -3.88  -0.39  -1.46  -1.0538
C  3.62  -2.78  0.11  -0.0486
C  -0.73  3.08  -0.54  -0.0875
H  1.66  2.14  -2.00  0.0227
H  -5.61  -1.29  3.21  0.0893
H  -2.16  1.76  3.95  0.0676
H  -0.56  0.21  1.86  0.0920
H  -2.99  -0.15  -2.03  -0.0521
H  1.37  0.40  -8.33  0.0840
H  5.39  2.38  2.06  0.0688
H  5.25  3.54  3.40  0.0648
H  -3.30  -5.44  1.65  0.0797
H  3.61  5.09  3.05  0.0969
H  -3.97  -4.76  -1.40  0.0777
H  2.69  -0.13  -6.32  0.0807
H  -1.63  -4.87  1.56  0.0607
H  4.37  -3.51  -0.19  0.1052
H  2.20  -4.26  0.80  0.1157
H  0.16  4.74  -1.50  0.1186
H  -1.21  3.73  0.20  0.0827
H  -3.78  0.26  3.71  0.1006
H  -2.32  2.01  2.20  0.0636
H  -4.70  -3.20  -0.98  0.0267
H  -2.31  -5.86  0.24  0.0674
H  4.78  -1.04  -0.47  0.1162
H  -3.71  -1.19  -0.75  -0.0247
H  5.31  1.80  3.73  0.0711
H  1.65  2.57  4.13  0.0642
H  -2.21  -3.46  -0.40  0.1055
H  0.37  2.76  -3.04  0.0693
H  2.61  6.84  1.62  0.0831
H  -0.05  -4.60  -0.69  0.0053
H  1.87  3.68  -2.80  0.0840
H  -4.99  -4.62  0.02  0.0702
H  0.51  0.34  4.04  0.0662
H  -0.77  2.31  3.01  0.0720
H  -0.44  2.18  0.00  0.0086
H  3.06  1.89  4.96  0.0719
H  -1.46  2.82  -1.31  0.0571
H  -0.95  -0.29  4.83  0.0806
H  -2.18  0.41  -5.95  0.1107
H  -1.11  -4.59  -2.13  0.0237
H  -5.27  -3.13  1.62  0.1005
H  -0.03  -1.32  3.73  0.0689
H  2.94  3.63  4.68  0.0655
H  3.18  1.45  2.56  0.1178
H  1.18  6.16  -0.27  0.0982
H  -1.10  0.67  -8.16  0.0795


2.
A cluster of 11 separate species, C25H79O32P7 in total. Source: the Open Molecules 2025 dataset; level of theory: ωB97M-V with the def2-TZVPD basis set.

Structure (SMILES): COP(=O)(OC)OC.COP(=O)(OC)OC.COP(=O)(OC)OC.COP(=O)(OC)OC.COP(=O)(OC)OC.COP(=O)(OC)OC.COP(=O)(OC)OC.CO.CO.CO.CO
Orbital gap (eV): 10.044
E_HOMO (eV): -9.82
Charge: 0

Last column: Löwdin charge in e.
CARTESIAN COORDINATES (ANGSTROEM)
P  4.34  2.36  3.05  0.4915
P  3.06  -3.56  -4.20  0.5143
P  -2.08  6.12  3.92  0.5007
P  0.30  -5.68  1.84  0.4197
P  -3.09  -3.23  -3.58  0.5323
P  3.13  1.88  -4.43  0.4828
P  0.26  -0.14  0.58  0.4719
O  5.30  2.62  4.14  -0.2332
O  -2.56  -1.74  -3.96  -0.2359
O  -0.95  -5.02  1.43  -0.2192
O  -4.91  1.45  3.75  -0.1067
O  0.99  -6.49  0.62  -0.1969
O  -1.77  3.20  -1.51  -0.1163
O  -0.05  1.45  0.55  -0.2400
O  1.64  -0.47  0.23  -0.2130
O  -0.87  -0.81  -0.39  -0.2393
O  1.52  -4.82  2.39  -0.2073
O  -0.80  5.45  3.09  -0.2310
O  -3.86  -3.65  -4.98  -0.2355
O  3.51  3.67  2.45  -0.2539
O  3.71  3.21  -5.18  -0.2244
O  4.60  -3.17  -3.71  -0.2371
O  -4.59  -2.32  0.34  -0.1187
O  -2.20  5.63  5.30  -0.2243
O  -1.75  -4.18  -3.62  -0.2671
O  2.99  -4.22  -5.53  -0.2491
O  -3.35  5.71  2.97  -0.2405
O  3.14  1.27  3.37  -0.2607
O  2.22  -2.16  -4.15  -0.2480
O  -2.01  7.72  3.80  -0.2061
O  2.08  2.40  -3.26  -0.2325
O  2.51  -4.46  -2.94  -0.2129
O  4.99  1.71  1.70  -0.2215
O  2.13  1.21  -5.53  -0.2276
O  -3.88  -3.29  -2.32  -0.2256
O  -0.27  -0.62  2.06  -0.2410
O  0.14  1.86  5.63  -0.1258
O  4.21  0.99  -3.97  -0.2308
O  0.11  -6.80  2.99  -0.2136
C  2.23  -7.11  0.70  -0.1486
C  -0.38  3.15  5.31  -0.1565
C  -3.98  4.48  3.01  -0.1333
C  4.16  1.67  0.50  -0.0865
C  -0.30  -6.41  4.29  -0.0988
C  -0.90  -2.24  -0.58  -0.0695
C  2.66  0.55  -6.66  -0.1144
C  0.39  2.24  1.70  -0.0650
C  -3.16  8.54  3.82  -0.0919
C  4.13  4.28  -4.30  -0.1010
C  -1.63  -0.53  2.45  -0.0991
C  -3.39  -0.64  -3.65  -0.0933
C  -0.49  5.89  1.80  -0.1357
C  2.74  4.45  3.43  -0.0678
C  -2.71  2.83  -0.53  -0.1587
C  -4.41  -0.94  0.19  -0.1798
C  2.21  -3.95  -1.68  -0.1163
C  -1.90  -5.56  -3.33  -0.0790
C  3.61  -0.05  3.66  -0.0905
C  5.53  -2.42  -4.51  -0.0893
C  -5.34  0.28  4.27  -0.2062
C  -3.18  -4.02  -6.16  -0.1143
C  1.37  -3.41  2.53  -0.0963
C  1.49  1.49  -2.38  -0.1032
C  0.83  -2.14  -4.26  -0.1215
H  -0.92  -2.39  -1.66  0.0634
H  -3.65  -0.09  -4.55  0.0923
H  4.05  0.63  0.19  0.0848
H  -5.22  -0.61  -0.46  0.0784
H  4.69  -0.16  3.68  0.0941
H  -4.28  -2.76  -0.45  0.0182
H  -1.77  -0.52  3.53  0.0987
H  -5.60  0.33  5.33  0.0816
H  4.57  2.26  -0.32  0.0907
H  3.15  -0.70  2.91  0.0698
H  -3.43  -0.65  -0.19  0.0553
H  1.72  4.50  3.08  0.0507
H  3.09  -0.38  4.56  0.0897
H  1.13  -4.08  -1.59  0.0757
H  3.20  5.43  3.49  0.0960
H  -4.08  7.98  3.66  0.0840
H  0.42  1.72  -2.34  0.0843
H  2.39  -2.88  -1.53  0.0898
H  -3.60  -3.39  -6.95  0.0930
H  -0.90  -5.80  -2.96  0.0931
H  -3.10  1.87  -0.87  0.0703
H  1.89  1.77  -1.40  0.0690
H  -2.55  -5.73  -2.47  0.0934
H  -4.66  -0.56  4.13  0.0747
H  3.61  0.99  -6.97  0.0883
H  0.32  -1.72  -3.40  0.0739
H  0.51  -3.18  -4.33  0.0736
H  0.39  3.65  4.71  0.0479
H  0.26  -6.93  5.07  0.0903
H  5.16  -2.32  -5.53  0.0818
H  -2.10  -3.99  -6.04  0.0890
H  2.12  -2.80  2.03  0.0801
H  -1.26  3.10  4.67  0.0626
H  1.09  3.03  1.41  0.0757
H  0.41  6.51  1.76  0.0908
H  2.12  -8.19  0.61  0.0880
H  -3.12  9.21  2.96  0.0894
H  5.67  -1.45  -4.05  0.0789
H  -3.49  -5.04  -6.40  0.0879
H  -3.53  3.54  -0.45  0.0817
H  -0.74  3.68  6.20  0.0772
H  6.46  -2.99  -4.55  0.0859
H  -5.60  1.92  3.28  0.0829
H  -5.05  4.66  2.92  0.0938
H  2.76  3.97  4.41  0.0815
H  5.14  4.62  -4.55  0.0881
H  -3.66  3.85  2.18  0.0757
H  -6.20  -0.11  3.72  0.0832
H  -2.16  -6.19  -4.18  0.0933
H  0.94  1.98  6.16  0.0700
H  -4.61  -0.49  1.17  0.0688
H  -2.19  3.71  -2.21  0.0805
H  -4.37  -0.97  -3.29  0.0834
H  -2.79  -0.08  -2.93  0.0899
H  -1.35  -6.70  4.33  0.0937
H  1.73  0.45  -2.60  0.0843
H  2.93  -7.04  1.54  0.0931
H  0.50  -3.06  1.97  0.0476
H  3.15  2.04  0.70  0.0496
H  -2.19  2.73  0.42  0.0541
H  -0.16  -2.83  -0.04  0.0610
H  -1.81  -2.65  -0.15  0.0815
H  -3.24  9.16  4.71  0.0942
H  -1.28  6.50  1.35  0.0873
H  2.91  -6.91  -0.13  0.0830
H  1.34  -3.21  3.60  0.0997
H  -2.18  0.31  2.02  0.0802
H  3.46  5.10  -4.54  0.0878
H  -0.23  -5.34  4.52  0.0842
H  4.07  4.03  -3.24  0.0788
H  2.70  -4.45  -0.84  0.0859
H  0.87  1.70  2.52  0.0810
H  -3.80  3.99  3.97  0.0831
H  -0.26  5.12  1.06  0.0805
H  -2.17  -1.38  2.05  0.0817
H  2.86  -0.47  -6.36  0.0762
H  -0.53  2.71  2.05  0.0766
H  1.98  0.54  -7.51  0.0916
H  0.58  -1.60  -5.17  0.0974


3.
A structure of composition C4H6OS. Source: the Open Molecules 2025 dataset; level of theory: ωB97M-V with the def2-TZVPD basis set.

Orbital gap (alpha / beta) (eV): 5.270 / 6.569
E_HOMO (alpha / beta) (eV): -4.33 / -9.60
2S+1: 3
Charge: 0

Last column: Mulliken spin population.
CARTESIAN COORDINATES (ANGSTROEM)
S  1.84  -0.16  -0.16  0.8411
O  2.69  0.80  0.57  0.4269
C  -0.86  1.33  -0.20  0.0137
C  0.45  -0.81  0.81  0.4978
C  -0.29  -1.32  -0.43  -0.0064
C  0.06  0.16  -0.16  0.2258
H  0.26  -1.94  -1.26  0.0191
H  -1.59  1.12  0.63  -0.0002
H  -1.26  -1.61  -0.32  -0.0003
H  0.42  -1.23  1.74  -0.0279
H  -0.40  2.40  -0.02  0.0037
H  -1.31  1.25  -1.21  0.0065


One value per record, in order, for energy: -8508.8566, -5797.5704, -629.1251 Eh.
One value per record, in order, for max |F|: 0.6, 3.9, 4.1 eV/A.